11
Properties=species:S:1:pos:R:3:forces:R:3 method="wB97M-V/def2-TZVPD" orbital_gap_ev=5.286 homo_ev=-16.141 e_lumo_ev=-10.855 total_energy_ev=-18725.053 multiplicity=1 charge=+2
O 0.330 0.124 0.882 0.979 1.847 1.955
C -1.087 0.502 1.060 -0.988 -1.505 -0.849
C -1.802 -0.731 0.910 -0.250 2.404 2.150
O -0.629 -1.052 -0.679 2.132 -0.853 -0.949
C 0.476 -0.778 -0.145 -3.710 -1.731 -0.073
O 1.611 -1.285 -0.156 1.460 0.942 -0.420
Mg 2.411 0.041 1.133 -0.890 -0.862 -0.455
H -1.270 1.309 1.767 -0.004 -0.116 -0.438
H -2.892 -0.727 0.857 0.110 0.533 -0.487
H -1.564 -1.653 1.449 1.075 -0.226 -1.125
Ag -1.823 1.556 -1.585 0.088 -0.432 0.691



9
Properties=species:S:1:pos:R:3:forces:R:3 method="wB97M-V/def2-TZVPD" orbital_gap_ev="5.517 / 5.517" homo_ev="-7.086 / -7.085" e_lumo_ev="-1.569 / -1.569" total_energy_ev=-11249.671 multiplicity=1
O 0.835 -0.816 -0.653 -1.744 -0.373 -0.413
Ag 2.497 0.652 0.135 -1.063 0.224 0.405
O -1.886 1.097 0.435 0.906 -1.224 -1.342
C -1.304 0.094 0.014 -2.185 0.088 2.078
C 0.157 -0.016 0.020 4.292 0.774 -0.179
C -1.976 -1.276 -0.054 -0.914 0.236 -0.491
H -1.907 -1.638 -1.090 0.183 -0.163 0.313
H -3.044 -1.178 0.192 0.370 0.107 -0.040
H -1.538 -2.014 0.633 0.155 0.331 -0.331



9
Properties=species:S:1:pos:R:3:forces:R:3 method="wB97M-V/def2-TZVPD" orbital_gap_ev="7.553 / 8.492" homo_ev="-6.815 / -9.954" e_lumo_ev="0.738 / -1.462" total_energy_ev=-11247.591 multiplicity=3
O -1.036 -0.908 0.991 0.377 -0.511 -0.122
O 0.039 0.936 0.888 0.765 -0.254 0.353
C -0.840 -0.704 -0.363 -0.279 -0.309 -0.179
C 0.023 0.468 -0.482 0.973 0.391 -0.616
C -0.361 -0.007 1.722 -0.824 0.548 0.075
H -1.532 -1.162 -1.061 0.228 0.141 0.291
H 1.170 0.224 -0.721 -2.304 0.521 -0.186
Ag 2.892 -0.129 0.149 0.734 -0.183 0.300
H -0.357 1.281 -1.123 0.330 -0.343 0.083



10
Properties=species:S:1:pos:R:3:forces:R:3 method="wB97M-V/def2-TZVPD" orbital_gap_ev="5.946 / 7.940" homo_ev="-12.196 / -16.421" e_lumo_ev="-6.251 / -8.481" total_energy_ev=-12978.087 multiplicity=4 charge=+1
C -1.146 -0.449 -0.205 -1.324 2.124 2.420
C 0.682 1.194 0.539 -1.359 0.432 1.117
O -1.272 0.752 0.099 1.511 0.389 -0.400
O 0.146 -0.937 -0.176 3.178 3.265 0.709
C 1.200 0.048 -0.075 -2.422 -0.502 -2.816
H 0.903 2.154 0.070 -0.156 -0.070 0.236
H 0.483 1.165 1.614 -0.202 0.221 -0.292
H 1.579 0.169 -1.098 1.095 -0.489 0.613
O -1.983 -1.373 -0.292 -1.667 3.192 -0.301
Au -0.593 -2.723 -0.477 1.345 -8.562 -1.287



9
Properties=species:S:1:pos:R:3:forces:R:3 method="wB97M-V/def2-TZVPD" orbital_gap_ev="4.934 / 4.939" homo_ev="-8.319 / -8.322" e_lumo_ev="-3.385 / -3.383" total_energy_ev=-145958.070 multiplicity=1
C -1.367 -0.521 -0.659 2.288 3.882 1.583
C -0.576 0.487 -0.063 -1.493 -4.365 -1.022
C 0.505 0.023 0.757 1.306 -0.195 -1.141
F 0.843 -1.224 0.941 -1.225 0.593 -0.249
Br 3.587 0.089 -0.447 -1.181 0.171 0.319
Br -0.952 2.236 -0.175 -0.104 1.945 -0.017
H -0.915 -1.398 -0.388 0.166 -2.839 -0.074
H -2.227 -0.387 -1.273 -0.372 0.074 -0.195
H 1.102 0.694 1.307 0.615 0.733 0.797



9
Properties=species:S:1:pos:R:3:forces:R:3 method="wB97M-V/def2-TZVPD" orbital_gap_ev="7.470 / 7.470" homo_ev="-9.041 / -9.041" e_lumo_ev="-1.571 / -1.570" total_energy_ev=-145953.482 multiplicity=1
C -1.820 -0.568 -1.698 -0.692 0.028 0.123
C 0.609 -0.771 0.728 -0.214 -1.278 -0.016
C 0.892 0.568 1.161 -0.113 1.946 0.094
F -0.302 1.291 1.330 1.043 -0.519 -0.444
Br 2.053 -1.774 0.170 -0.289 0.456 0.190
Br 2.127 1.632 -0.008 -0.574 -0.141 0.300
H -2.166 -0.300 -2.739 -0.075 -0.167 0.692
H -2.778 -0.698 -1.080 0.866 0.179 -0.815
H 1.386 0.620 2.138 0.049 -0.504 -0.124



10
Properties=species:S:1:pos:R:3:forces:R:3 method="wB97M-V/def2-TZVPD" orbital_gap_ev=9.204 homo_ev=-8.900 e_lumo_ev=0.304 total_energy_ev=-148007.445 multiplicity=1
C -0.539 -0.403 0.668 1.014 3.468 -1.802
C 0.336 -1.437 0.073 0.386 -0.505 -1.283
C -0.206 1.502 -0.249 -0.125 -2.746 0.642
O -1.379 -0.296 1.453 -0.518 -0.691 0.709
F -1.373 2.165 -0.268 0.522 -0.062 0.311
Br 1.184 2.459 0.740 -0.538 -0.142 -0.291
Br 0.336 1.152 -2.098 -0.032 0.309 0.173
H 1.137 -1.008 -0.594 -1.113 -0.258 0.740
H -0.337 -2.093 -0.557 0.771 0.601 0.670
H 0.840 -2.041 0.831 -0.366 0.027 0.130



10
Properties=species:S:1:pos:R:3:forces:R:3 method="wB97M-V/def2-TZVPD" orbital_gap_ev="8.245 / 6.181" homo_ev="-11.967 / -15.141" e_lumo_ev="-3.722 / -8.960" total_energy_ev=-146212.476 multiplicity=3 charge=+1
C 0.558 0.909 -0.731 0.310 0.132 0.370
C -1.288 0.304 0.355 -0.347 -2.795 1.447
C 0.605 -0.888 -0.028 2.540 0.775 -1.858
N -0.701 1.198 -0.299 1.676 0.117 -0.925
N -0.554 -0.901 0.552 -4.467 2.181 1.272
Br 1.988 1.856 0.119 -0.262 -0.319 -0.227
Br 1.933 -2.094 -0.019 0.058 0.315 -0.114
H 0.704 0.858 -1.812 0.217 -0.300 0.129
H -2.284 0.407 0.753 -0.093 -0.130 0.112
H -0.961 -1.649 1.109 0.368 0.024 -0.205



10
Properties=species:S:1:pos:R:3:forces:R:3 method="wB97M-V/def2-TZVPD" orbital_gap_ev="8.018 / 8.018" smiles="O[C@H](Br)/C(Br)=C/Br" homo_ev="-8.773 / -8.773" e_lumo_ev="-0.755 / -0.756" total_energy_ev=-215332.293 multiplicity=1
O -1.634 -0.532 1.347 1.051 -3.017 0.906
C -0.960 -0.002 0.349 -2.355 3.092 -3.116
Br -1.367 -1.149 -1.490 -0.292 0.255 0.712
C 0.510 0.026 0.218 1.558 4.791 -4.285
Br 1.362 -1.229 1.219 0.794 -0.680 0.408
C 1.169 0.935 -0.786 -1.294 -4.155 4.769
Br 3.020 0.731 -0.988 -0.128 0.192 -0.126
H -1.279 -1.482 1.435 -0.783 1.670 0.370
H -1.584 0.987 0.101 2.086 -1.958 0.188
H 0.763 1.716 -1.406 -0.636 -0.189 0.173



10
Properties=species:S:1:pos:R:3:forces:R:3 method="wB97M-V/def2-TZVPD" orbital_gap_ev=7.202 homo_ev=-3.997 e_lumo_ev=3.205 total_energy_ev=-80013.362 multiplicity=1 charge=-1
C -1.460 0.382 -0.591 -0.687 -3.038 0.649
C 1.346 0.406 0.622 -5.244 0.088 -2.197
C -0.391 -0.790 -0.193 2.643 2.831 -0.562
O -2.007 0.079 -1.670 0.515 0.577 -0.363
O -1.781 1.162 0.298 0.452 0.897 0.270
F -0.791 -1.661 0.771 0.213 0.376 -0.448
Br 2.765 0.372 -0.527 1.202 0.057 -0.623
H 1.372 -0.016 1.533 1.221 -2.194 2.924
H 0.834 1.350 0.847 0.416 0.098 -1.083
H 0.112 -1.285 -1.091 -0.731 0.310 1.433



8
Properties=species:S:1:pos:R:3:forces:R:3 method="wB97M-V/def2-TZVPD" orbital_gap_ev=8.253 smiles="CC1=C(Br)O1" homo_ev=-7.971 e_lumo_ev=0.282 total_energy_ev=-75244.991 multiplicity=1
C 0.053 0.054 0.022 2.978 -0.517 -0.385
C 1.570 -0.108 0.164 0.621 0.479 -1.770
C 2.815 0.029 -0.268 -1.558 -0.246 0.024
Br 4.265 -0.706 -1.126 -0.360 0.119 -0.018
O 2.443 -0.330 1.203 -0.676 -0.137 0.966
H -0.311 0.274 -0.946 0.375 0.603 -1.234
H -0.232 0.783 0.690 -0.726 1.781 1.492
H -0.471 -0.806 0.261 -0.654 -2.083 0.926



8
Properties=species:S:1:pos:R:3:forces:R:3 method="wB97M-V/def2-TZVPD" orbital_gap_ev=8.588 homo_ev=-8.640 e_lumo_ev=-0.052 total_energy_ev=-75247.668 multiplicity=1
C -1.658 -0.267 0.424 4.351 0.905 -1.392
C -0.305 -0.201 0.181 -3.014 -1.026 0.421
C 0.834 0.610 -0.432 0.881 -0.234 1.234
O -2.781 -0.413 0.617 -0.896 0.044 0.291
Br 0.252 -1.996 0.821 0.027 0.785 -0.237
H 0.784 1.520 -1.070 -1.082 -0.687 0.589
H 1.412 -0.126 -1.001 -0.035 0.216 0.008
H 1.463 0.872 0.459 -0.232 -0.003 -0.914



9
Properties=species:S:1:pos:R:3:forces:R:3 method="wB97M-V/def2-TZVPD" orbital_gap_ev=9.088 homo_ev=-9.018 e_lumo_ev=0.070 total_energy_ev=-77295.149 multiplicity=1
C 0.379 0.756 -0.444 -4.170 -0.383 0.209
C -1.406 0.499 0.382 2.366 0.222 -0.172
C 1.080 -0.511 -0.100 -1.860 0.096 -3.998
O 0.409 1.771 -1.024 1.168 -0.724 0.329
O -1.949 1.299 1.023 -0.426 0.300 -0.136
Br -2.015 -1.437 0.415 -0.349 -0.221 -0.081
H 0.444 -1.398 -0.370 0.186 1.151 0.607
H 1.180 -0.402 0.900 1.163 -0.376 3.268
H 1.879 -0.578 -0.781 1.922 -0.065 -0.026



9
Properties=species:S:1:pos:R:3:forces:R:3 method="wB97M-V/def2-TZVPD" orbital_gap_ev="5.347 / 4.522" homo_ev="-5.123 / -9.705" e_lumo_ev="0.224 / -5.182" total_energy_ev=-77288.778 multiplicity=3
C 1.297 -0.567 -0.047 -4.781 5.685 -3.019
C -1.247 0.177 0.341 -1.674 -0.998 2.061
C -0.085 0.463 -0.476 1.499 -3.596 2.153
O 1.276 -1.733 -0.051 0.598 -5.145 0.852
O -1.192 -0.259 -1.013 1.299 0.469 -0.081
Br 2.968 0.466 0.468 1.192 0.812 0.533
H -1.076 -0.715 1.029 -0.337 1.374 -0.630
H -2.138 0.831 0.678 1.723 -0.683 -0.910
H 0.196 1.338 -0.929 0.479 2.084 -0.957



11
Properties=species:S:1:pos:R:3:forces:R:3 method="wB97M-V/def2-TZVPD" orbital_gap_ev=6.758 homo_ev=-13.093 e_lumo_ev=-6.335 total_energy_ev=-29780.818 multiplicity=1 charge=+1
C -1.100 -0.204 -0.102 -1.428 -0.541 -2.763
C -2.338 -0.008 0.768 -0.781 0.426 0.907
O -2.953 -0.958 1.171 0.987 0.562 -0.562
O -0.862 0.626 -1.008 -0.337 -0.931 2.218
H -0.856 -1.264 -0.301 0.670 0.265 0.703
H -2.709 1.035 0.846 0.195 -0.242 0.061
Ca 0.882 1.385 -1.991 1.114 0.392 -0.516
O 2.396 0.583 -0.861 -0.654 0.973 -1.670
O 3.569 -0.426 0.752 -1.365 0.020 -0.795
C 2.557 -0.176 0.149 -0.873 -1.480 3.150
H 1.414 -0.594 0.577 2.471 0.556 -0.732



9
Properties=species:S:1:pos:R:3:forces:R:3 method="wB97M-V/def2-TZVPD" orbital_gap_ev=9.786 smiles="[H]/N=C1/CC1(Cl)Cl" homo_ev=-9.878 e_lumo_ev=-0.092 total_energy_ev=-29692.369 multiplicity=1
H -0.772 -0.176 -2.388 0.313 0.021 0.191
N -1.249 -0.130 -1.489 -0.926 -0.059 -0.521
C -0.530 -0.023 -0.491 0.781 0.053 0.066
C -0.462 0.090 0.966 -0.357 0.018 0.363
C 0.799 0.091 0.132 1.427 -2.039 0.192
Cl 1.834 1.469 0.021 -0.116 0.034 -0.057
Cl 1.820 -1.552 0.250 -1.274 1.941 -0.205
H -0.763 1.017 1.435 0.066 0.178 -0.037
H -0.676 -0.786 1.563 0.086 -0.146 0.008



12
Properties=species:S:1:pos:R:3:forces:R:3 method="wB97M-V/def2-TZVPD" orbital_gap_ev="8.559 / 8.558" homo_ev="-9.207 / -9.206" e_lumo_ev="-0.648 / -0.648" total_energy_ev=-44622.994 multiplicity=1
C 1.208 -1.422 0.547 -0.403 0.461 -0.357
C -1.078 -0.307 -1.590 -0.690 0.862 0.155
C 0.894 0.969 1.131 0.102 0.392 0.232
N 0.828 -0.296 0.496 0.100 0.134 0.068
O 1.448 -2.546 0.404 0.529 -1.245 0.184
O -2.781 0.645 0.069 -0.569 0.038 0.650
S -1.806 1.043 -0.936 0.866 -1.261 -1.089
Cl 0.098 -0.106 -2.806 0.095 0.108 -0.040
Cl -1.512 -1.893 -1.168 -0.033 0.293 0.029
H 0.408 0.930 2.107 0.010 0.106 -0.017
H 1.929 1.300 1.249 -0.105 0.016 0.009
H 0.365 1.682 0.498 0.099 0.098 0.175



10
Properties=species:S:1:pos:R:3:forces:R:3 method="wB97M-V/def2-TZVPD" orbital_gap_ev=7.805 smiles="O=C([O-])CC(Cl)Cl" homo_ev=-4.499 e_lumo_ev=3.307 total_energy_ev=-32300.277 multiplicity=1 charge=-1
O 2.633 0.036 -0.258 0.268 0.572 -0.258
C 1.535 0.402 0.196 -0.282 -1.211 1.004
O 1.261 1.024 1.257 -0.015 -0.088 -1.128
C 0.377 -0.330 -0.580 -2.627 -0.633 1.876
C -1.226 0.148 0.240 2.909 -2.264 -0.837
Cl -2.374 -1.290 0.284 0.201 0.078 -0.284
Cl -2.030 1.469 -0.506 -0.250 0.862 -0.179
H 0.501 -0.273 -1.716 -0.840 0.188 1.662
H 0.351 -1.444 -0.244 0.392 1.893 -0.739
H -1.027 0.257 1.326 0.243 0.602 -1.118



12
Properties=species:S:1:pos:R:3:forces:R:3 method="wB97M-V/def2-TZVPD" orbital_gap_ev=9.922 smiles="CC(=O)[C@@](F)(Cl)[N+](=O)[O-]" homo_ev=-10.836 e_lumo_ev=-0.914 total_energy_ev=-26028.050 multiplicity=1
C 0.303 -1.034 -1.185 1.288 -0.121 0.884
C 0.418 0.410 -0.920 -1.263 0.139 1.667
O 0.963 1.270 -1.527 0.127 -0.004 -0.051
C -0.396 0.874 0.434 -0.718 -0.548 -1.702
F -0.118 2.142 0.568 -0.481 0.742 0.927
Cl -2.199 0.542 0.108 1.546 0.505 0.437
N -0.047 0.121 1.740 0.866 -1.339 -0.130
O 0.912 -0.647 1.614 -0.605 1.082 0.377
O -0.712 0.237 2.731 -0.007 0.575 -0.462
H 0.358 -1.476 -0.128 0.213 -0.056 -2.098
H 1.202 -1.192 -1.844 -1.216 -0.803 0.535
H -0.684 -1.247 -1.592 0.249 -0.172 -0.383



9
Properties=species:S:1:pos:R:3:forces:R:3 method="wB97M-V/def2-TZVPD" orbital_gap_ev=9.996 smiles=Clc1cc[nH]n1 homo_ev=-9.503 e_lumo_ev=0.493 total_energy_ev=-18659.607 multiplicity=1
Cl -0.267 -2.893 -0.277 0.160 -0.051 -0.420
C -0.218 -1.199 -0.184 2.162 3.353 -0.572
C 0.772 -0.161 -0.647 1.130 -2.500 -1.351
C 0.403 1.024 -0.089 0.205 2.941 -1.169
N -0.748 0.751 0.521 -2.737 1.409 6.374
N -1.070 -0.554 0.518 -1.817 -0.391 1.715
H 1.577 -0.439 -1.350 -0.501 0.648 0.588
H 0.493 2.244 -0.170 0.920 -3.637 -0.100
H -0.942 1.228 1.678 0.479 -1.771 -5.064